Model P:
Entry from the Open Molecules 2025 dataset: an isolated molecule of C19H28N2O4S (ωB97M-V with the def2-TZVPD basis set).

Structure (ORCA input):
```
! wB97M-V def2-TZVPD RIJCOSX def2/J DEFGRID3
* xyz 0 1
C -2.113 -0.323 2.620
O -2.129 -1.457 1.782
C -1.309 -1.361 0.639
C 0.185 -1.245 0.944
C 0.993 -1.410 -0.330
O 0.471 -1.614 -1.410
N 2.340 -1.341 -0.193
C 3.029 -1.069 1.049
H 3.109 -1.985 1.652
C 4.433 -0.510 0.787
H 4.738 0.101 1.637
H 5.152 -1.323 0.682
C 4.509 0.326 -0.500
C 4.150 -0.566 -1.700
H 3.727 0.050 -2.490
C 3.191 -1.699 -1.309
H 3.766 -2.590 -1.028
H 2.533 -1.957 -2.140
H 5.066 -1.008 -2.092
H 5.543 0.675 -0.615
O 3.812 1.560 -0.411
C 2.438 1.642 -0.378
C 1.640 1.471 -1.506
C 0.274 1.662 -1.438
C -0.329 2.052 -0.247
C 0.478 2.278 0.867
C 1.841 2.073 0.807
H 2.466 2.259 1.668
H 0.009 2.620 1.778
C -1.794 2.285 -0.088
O -2.243 2.930 0.845
N -2.590 1.739 -1.038
H -2.216 1.073 -1.696
C -4.028 1.817 -0.956
C -4.644 0.539 -0.397
H -4.210 0.297 0.573
H -5.724 0.652 -0.298
S -4.314 -0.879 -1.511
C -4.735 -2.217 -0.366
H -5.781 -2.132 -0.079
H -4.571 -3.148 -0.899
H -4.087 -2.165 0.505
H -4.431 2.017 -1.953
H -4.264 2.652 -0.290
H -0.306 1.531 -2.339
H 2.079 1.205 -2.453
H 2.454 -0.339 1.621
H 0.393 -0.270 1.387
H 0.475 -2.023 1.656
H -1.609 -0.504 0.024
H -1.495 -2.274 0.069
H -1.179 -0.251 3.188
H -2.253 0.603 2.053
H -2.939 -0.449 3.318
*
```

Output
SMILES ... COCCC(=O)N1CCC(Oc2ccc(C(=O)NCCSC)cc2)CC1
Gap between HOMO and LUMO ... 9.087 eV

natural (NBO) population analysis, charges in e, atoms 1 to 2:
1 C -0.260
2 O -0.549

***

Model Q:
Entry from the Open Molecules 2025 dataset: an isolated molecule of C19H28N2O4S (ωB97M-V with the def2-TZVPD basis set).

Structure (ORCA input):
```
! wB97M-V def2-TZVPD RIJCOSX def2/J DEFGRID3
* xyz 0 1
C 2.581 2.247 2.311
H 3.260 2.271 3.160
H 1.828 1.484 2.490
H 2.094 3.215 2.227
C 3.352 1.933 1.031
N 3.889 0.587 1.115
S 4.121 -0.216 -0.331
O 4.519 0.681 -1.382
O 4.962 -1.337 -0.033
C 2.454 -0.764 -0.646
C 1.873 -1.653 0.235
C 0.572 -2.080 0.031
C -0.140 -1.610 -1.071
C 0.460 -0.706 -1.953
C 1.756 -0.285 -1.739
H 2.245 0.405 -2.407
H -0.111 -0.359 -2.800
O -1.422 -1.957 -1.371
C -2.074 -2.910 -0.559
H -3.008 -3.140 -1.082
H -1.496 -3.836 -0.470
C -2.431 -2.401 0.846
O -2.646 -3.161 1.765
N -2.483 -1.063 0.927
H -2.330 -0.517 0.091
C -2.890 -0.334 2.103
H -2.093 0.364 2.379
C -4.190 0.445 1.846
C -4.070 1.271 0.589
C -3.365 2.394 0.557
C -3.158 3.230 -0.668
C -4.112 2.837 -1.792
C -4.170 1.319 -1.915
C -4.754 0.727 -0.635
H -5.821 0.969 -0.574
H -4.677 -0.363 -0.652
H -4.781 1.029 -2.772
H -3.161 0.929 -2.074
H -5.112 3.214 -1.568
H -3.786 3.285 -2.732
H -2.120 3.107 -1.001
H -3.287 4.286 -0.416
H -2.880 2.753 1.456
H -4.382 1.082 2.710
H -5.017 -0.260 1.747
H -3.025 -1.063 2.904
H 0.124 -2.766 0.732
H 2.450 -2.008 1.073
H 4.692 0.502 1.720
C 4.440 2.968 0.754
H 4.003 3.958 0.647
H 4.958 2.708 -0.166
H 5.157 2.989 1.573
H 2.656 1.907 0.184
*
```

Output
SMILES ... CC(C)NS(=O)(=O)c1ccc(OCC(=O)NCCC2=CCCCC2)cc1
Gap between HOMO and LUMO ... 9.621 eV

natural (NBO) population analysis, charges in e, atoms 1 to 2:
1 C -0.607
2 H 0.203

***

Which of them is most stable? Easy: model P.

***

Model P:
Entry from the Open Molecules 2025 dataset: an isolated molecule of C4H5F2NO (ωB97M-V with the def2-TZVPD basis set).

Structure (ORCA input):
```
! wB97M-V def2-TZVPD RIJCOSX def2/J DEFGRID3
* xyz 0 1
C 0.636 -0.043 -0.730
C -0.193 1.192 -0.653
C -0.904 -0.823 0.994
C 0.557 -0.690 0.621
H 0.366 -0.752 -1.532
H -0.232 1.751 -1.585
H 0.194 1.802 0.147
H -1.161 -1.660 1.583
H 1.129 -0.022 1.239
N -1.877 -0.057 0.598
O -1.537 0.864 -0.381
F 1.933 0.398 -0.906
F 1.089 -1.960 0.605
*
```

Output
SMILES ... F[C@@H]1C=NOC[C@H]1F
Gap between HOMO and LUMO ... 10.978 eV

natural (NBO) population analysis, charges in e, atoms 1 to 2:
1 C 0.146
2 C -0.116

***

Model Q:
Entry from the Open Molecules 2025 dataset: an isolated molecule of C4H5F2NO (ωB97M-V with the def2-TZVPD basis set).

Structure (ORCA input):
```
! wB97M-V def2-TZVPD RIJCOSX def2/J DEFGRID3
* xyz 0 1
C 1.809 -0.580 0.158
C 0.553 0.092 -0.113
C -1.588 0.786 -0.157
C -0.779 -0.442 0.203
H 2.619 0.013 -0.264
H -2.431 0.551 -0.792
H -1.952 1.340 0.741
H -0.957 -1.300 -0.396
H -0.911 -0.727 1.262
N 0.557 1.165 -0.811
O -0.725 1.626 -0.895
F 2.021 -0.728 1.490
F 1.784 -1.796 -0.426
*
```

Output
SMILES ... FC(F)C1=NOCC1
Gap between HOMO and LUMO ... 10.676 eV

natural (NBO) population analysis, charges in e, atoms 1 to 2:
1 C 0.536
2 C 0.095

***

Which of them is most stable? Easy: model Q.

***

Model P:
Entry from the Open Molecules 2025 dataset: the ion C4H10NS with charge -1 (ωB97M-V with the def2-TZVPD basis set).

Structure (ORCA input):
```
! wB97M-V def2-TZVPD RIJCOSX def2/J DEFGRID3
* xyz -1 1
C 0.122 0.526 0.647
C 0.982 0.232 -0.607
S 2.363 1.400 -0.779
C -0.878 -0.571 1.006
N -1.856 -0.863 -0.039
C -2.795 -1.871 0.368
H -0.526 1.405 0.561
H 0.811 0.662 1.480
H 1.262 -0.819 -0.434
H 0.313 0.299 -1.470
H -1.448 -0.396 1.920
H -0.324 -1.524 1.211
H -1.443 -1.066 -0.938
H -3.293 -1.635 1.309
H -3.582 -1.989 -0.384
H -2.324 -2.864 0.509
*
```

Output
SMILES ... CNCCC[S-]
Gap between HOMO and LUMO ... 5.798 eV

natural (NBO) population analysis, charges in e, atoms 1 to 2:
1 C -0.414
2 C -0.529

***

Model Q:
Entry from the Open Molecules 2025 dataset: a cluster of 2 separate species, C4H10NS in total (ωB97M-V with the def2-TZVPD basis set).

Structure (ORCA input):
```
! wB97M-V def2-TZVPD RIJCOSX def2/J DEFGRID3
* xyz -1 1
C 3.173 1.244 2.347
S 1.536 0.892 1.604
H 3.760 1.891 1.688
H 3.093 1.745 3.315
H 3.744 0.323 2.489
C -0.156 -0.852 -0.804
C -1.565 -0.489 -1.170
C -1.935 0.760 -1.473
N -2.476 -1.526 -1.032
H 0.208 -1.653 -1.455
H -0.138 -1.206 0.229
H 0.514 0.000 -0.824
H -2.949 1.025 -1.752
H -1.173 1.521 -1.555
H -2.182 -2.361 -0.566
H -3.455 -1.315 -1.043
*
```

Output
Gap between HOMO and LUMO ... 5.835 eV

natural (NBO) population analysis, charges in e, atoms 1 to 2:
1 C -0.736
2 S -0.750

***

Which of them is most stable? Easy: model P.

***

Model P:
Entry from the Open Molecules 2025 dataset: an isolated molecule of CH3N3 (ωB97M-V with the def2-TZVPD basis set).

Structure (ORCA input):
```
! wB97M-V def2-TZVPD RIJCOSX def2/J DEFGRID3
* xyz 0 1
C 0.379 -1.035 -1.002
N -0.292 1.750 1.214
N -0.079 -0.008 -0.361
N -0.279 0.603 0.725
H 1.183 -1.663 -0.851
H -0.203 -1.350 -1.885
H -0.710 1.702 2.160
*
```

Output
SMILES ... [H]/N=N/N=C
Gap between HOMO and LUMO ... 8.989 eV

natural (NBO) population analysis, charges in e, atoms 1 to 2:
1 C -0.173
2 N -0.430

***

Model Q:
Entry from the Open Molecules 2025 dataset: an isolated molecule of CH3N3 (ωB97M-V with the def2-TZVPD basis set).

Structure (ORCA input):
```
! wB97M-V def2-TZVPD RIJCOSX def2/J DEFGRID3
* xyz 0 1
C -1.748 -0.009 -0.009
N 2.116 0.086 0.111
N -0.116 0.108 -0.186
N 0.981 -0.278 -0.156
H -2.159 0.814 -0.549
H -1.933 -0.206 1.026
H 2.858 -0.517 -0.237
*
```

Output
SMILES ... [H]/N=N/N=C
Gap between HOMO and LUMO (spin up / spin down) ... 7.978 / 7.856 eV

natural (NBO) population analysis, charges in e, atoms 1 to 2:
1 C -0.401
2 N -0.494

***

Which of them is most stable? Easy: model P.

***

Model P:
Entry from the Open Molecules 2025 dataset: a structure of composition C3H8N2S2 (ωB97M-V with the def2-TZVPD basis set).

Structure (ORCA input):
```
! wB97M-V def2-TZVPD RIJCOSX def2/J DEFGRID3
* xyz 0 1
C -1.382 -1.219 -0.677
C 0.812 -0.525 -0.139
C -0.514 1.806 0.661
H -2.040 -2.343 -0.366
H -0.690 -1.417 -1.685
H -1.954 -0.258 -0.774
H -0.478 -1.882 1.174
H -1.609 2.656 -0.258
H 0.509 2.554 1.548
H -1.035 0.505 1.293
H 2.848 1.255 -0.418
N -0.304 -1.144 0.423
N 1.972 -1.087 0.136
S 0.449 1.133 -0.739
S 3.415 -0.033 -0.180
*
```

Output
Gap between HOMO and LUMO ... 8.129 eV

natural (NBO) population analysis, charges in e, atoms 1 to 2:
1 C -0.433
2 C 0.227

***

Model Q:
Entry from the Open Molecules 2025 dataset: a cluster of 2 separate species, C3H8N2S2 in total (ωB97M-V with the def2-TZVPD basis set).

Structure (ORCA input):
```
! wB97M-V def2-TZVPD RIJCOSX def2/J DEFGRID3
* xyz 0 1
C 1.849 -1.286 -0.157
C -0.025 0.477 -0.166
C -0.810 1.788 -0.057
N 0.854 -1.373 0.846
N 0.388 -0.045 1.094
S 0.939 -0.265 -1.471
S -2.261 -0.791 -0.228
H 2.701 -0.794 0.040
H 2.036 -2.341 -0.623
H -1.567 1.637 -0.808
H -0.107 2.597 -0.163
H -1.145 1.915 0.901
H -0.016 -1.980 0.615
H -0.303 -0.024 1.832
H -1.690 -1.795 -0.922
*
```

Output
Gap between HOMO and LUMO ... 7.862 eV

natural (NBO) population analysis, charges in e, atoms 1 to 2:
1 C -0.274
2 C 0.205

***

Which of them is most stable? Easy: model Q.

***

Model P:
Entry from the Open Molecules 2025 dataset: a cluster of 2 separate species, C4H3NOS in total (ωB97M-V with the def2-TZVPD basis set).

Structure (ORCA input):
```
! wB97M-V def2-TZVPD RIJCOSX def2/J DEFGRID3
* xyz 0 1
C -2.780 3.098 1.095
C -2.997 -0.869 0.530
C 0.339 -0.495 -0.273
C -0.665 0.134 0.269
N -1.961 -0.364 0.356
O -2.652 3.544 0.044
S -2.660 2.702 2.599
H 1.224 0.130 -0.239
H 0.173 -1.523 -0.488
H -0.408 1.104 0.685
*
```

Output
Gap between HOMO and LUMO ... 10.956 eV

natural (NBO) population analysis, charges in e, atoms 1 to 2:
1 C 0.440
2 C 0.320

***

Model Q:
Entry from the Open Molecules 2025 dataset: an isolated molecule of C4H3NOS (ωB97M-V with the def2-TZVPD basis set).

Structure (ORCA input):
```
! wB97M-V def2-TZVPD RIJCOSX def2/J DEFGRID3
* xyz 0 1
C -0.655 -0.100 0.594
C 0.538 -0.232 -0.397
C -0.367 0.828 -0.368
C 1.976 0.123 -0.036
N 2.575 1.256 -0.058
O 4.479 -0.479 -0.645
S 3.737 0.024 0.512
H -1.188 -0.435 1.432
H 0.416 -0.859 -1.218
H -0.865 1.585 -0.937
*
```

Output
Gap between HOMO and LUMO ... 9.734 eV

natural (NBO) population analysis, charges in e, atoms 1 to 2:
1 C -0.147
2 C -0.309

***

Which of them is most stable? Easy: model P.